[1]
{"formula": "C26H72AsF6O22S10", "method": "ωB97M-V with the def2-TZVPD basis set", "species": ["As", "F", "F", "F", "F", "F", "F", "O", "S", "O", "O", "C", "C", "C", "H", "H", "H", "H", "H", "H", "H", "H", "O", "S", "O", "O", "C", "C", "C", "H", "H", "H", "H", "H", "H", "H", "H", "O", "S", "O", "O", "C", "C", "C", "H", "H", "H", "H", "H", "H", "H", "H", "O", "S", "O", "O", "C", "C", "C", "H", "H", "H", "H", "H", "H", "H", "H", "O", "S", "O", "O", "C", "C", "C", "H", "H", "H", "H", "H", "H", "H", "H", "O", "S", "O", "O", "C", "C", "C", "H", "H", "H", "H", "H", "H", "H", "H", "C", "S", "O", "C", "H", "H", "H", "H", "H", "H", "C", "S", "O", "C", "H", "H", "H", "H", "H", "H", "C", "S", "O", "C", "H", "H", "H", "H", "H", "H", "C", "S", "O", "C", "H", "H", "H", "H", "H", "H"], "coordinates": [[0.6790, -0.2654, 1.1635], [0.7305, 0.8979, 2.5663], [-1.1554, -0.2218, 1.1844], [0.6865, -1.4481, -0.1856], [2.4333, -0.3240, 1.2920], [0.6410, -1.6642, 2.3154], [0.8100, 1.1256, -0.0270], [-4.1756, 0.6469, 2.6063], [-4.3839, 1.8232, 1.7839], [-5.6369, 2.5967, 1.8120], [-3.1842, 3.0078, 2.0976], [-1.7709, 2.7178, 2.2360], [-1.1465, 4.0497, 2.4340], [-3.9834, 1.3243, 0.0520], [-1.5199, 2.2826, 1.2687], [-1.4800, 1.9875, 2.9910], [-1.4706, 4.6280, 3.2992], [-1.4290, 4.7456, 1.6441], [-0.0602, 4.0247, 2.3482], [-4.7836, 0.6028, -0.1133], [-2.9838, 0.8914, 0.0127], [-4.1840, 2.1577, -0.6212], [-3.9365, 0.4978, -6.4044], [-3.2790, 1.0342, -5.2158], [-3.9125, 2.0507, -4.3267], [-2.7314, -0.1742, -4.2641], [-2.5804, -0.0347, -2.8790], [-1.3741, -0.8753, -2.4219], [-1.5551, 1.7232, -5.6637], [-3.5719, -0.2177, -2.4648], [-2.3883, 1.0103, -2.6357], [-0.6047, -0.9777, -3.1872], [-1.6600, -1.8644, -2.0640], [-0.9265, -0.3418, -1.5834], [-0.9729, 1.0434, -6.2858], [-1.0791, 2.1381, -4.7753], [-1.7824, 2.5811, -6.2964], [-0.7256, -4.8792, -4.5150], [0.7293, -5.1181, -4.4545], [1.6508, -4.2794, -5.2608], [1.2105, -5.1791, -2.8803], [0.8374, -4.1493, -2.0974], [0.4385, -4.9375, -0.8218], [1.1556, -6.8651, -4.7080], [-0.0626, -3.6129, -2.3981], [1.6783, -3.4804, -1.9146], [-0.1654, -4.3532, -0.1276], [1.2870, -5.2138, -0.1959], [-0.2278, -5.7907, -0.9488], [0.4594, -7.2058, -5.4744], [0.9939, -7.4531, -3.8046], [2.1625, -6.9565, -5.1152], [5.0401, 3.2335, -1.4539], [4.0801, 4.2479, -1.1658], [2.8263, 4.3119, -1.9140], [3.8778, 4.2166, 0.4957], [2.9866, 3.2123, 0.9096], [2.8616, 3.2880, 2.4429], [4.8913, 5.9408, -1.3065], [3.1327, 2.2028, 0.5253], [2.0167, 3.5324, 0.5290], [2.5469, 4.3066, 2.6697], [3.7349, 2.9673, 3.0109], [2.0560, 2.6180, 2.7434], [4.9114, 6.2796, -2.3423], [5.8514, 5.8472, -0.7990], [4.2586, 6.6935, -0.8362], [-3.3824, 6.8463, -1.6582], [-3.1199, 6.4882, -3.0620], [-2.6057, 7.3546, -4.1353], [-1.9949, 5.2264, -2.9987], [-2.3077, 4.1931, -1.9733], [-0.9727, 3.5212, -1.7626], [-4.5579, 5.5241, -3.7455], [-3.1072, 3.5109, -2.2624], [-2.7186, 4.6454, -1.0707], [-0.9986, 2.6852, -1.0637], [-0.3324, 4.2696, -1.2956], [-0.5191, 3.1847, -2.6948], [-5.3931, 6.2124, -3.8746], [-4.7848, 4.6671, -3.1114], [-4.2202, 5.0842, -4.6838], [-4.8255, -4.3981, 0.7445], [-4.3904, -3.0447, 0.3645], [-4.2544, -2.5987, -1.0126], [-5.3823, -1.9319, 1.1329], [-5.7164, -2.3293, 2.3876], [-6.8843, -1.4358, 2.8246], [-2.8607, -2.6732, 1.1791], [-4.9103, -2.1493, 3.0988], [-6.1212, -3.3374, 2.4763], [-6.9019, -1.3331, 3.9097], [-7.8906, -1.6293, 2.4529], [-6.6405, -0.4045, 2.5696], [-2.1008, -2.3906, 0.4505], [-2.5390, -3.5940, 1.6656], [-2.9532, -1.8501, 1.8876], [3.6474, -6.2263, 4.5904], [1.8604, -5.8151, 4.7306], [1.6891, -4.8933, 5.9240], [1.6721, -4.8256, 3.2028], [4.2202, -5.3185, 4.7800], [3.8702, -6.6850, 3.6271], [4.0225, -7.0071, 5.2521], [1.6856, -5.5389, 2.3787], [2.4509, -4.0916, 2.9958], [0.6753, -4.4107, 3.3521], [3.6694, -2.9904, -0.0262], [4.5401, -2.7652, 1.5636], [4.6179, -4.1203, 2.2797], [6.2507, -2.4042, 0.9483], [4.2161, -3.6179, -0.7301], [3.5975, -1.9712, -0.4061], [2.6924, -3.4323, 0.1694], [6.2674, -1.6211, 0.1903], [6.6992, -3.2711, 0.4630], [6.8760, -2.0410, 1.7640], [3.4970, 0.2744, -2.2509], [4.1417, -0.7338, -3.5985], [4.7671, -1.8711, -2.8020], [2.4616, -1.3502, -4.1421], [4.3510, 0.4405, -1.5943], [2.7535, -0.2714, -1.6700], [3.0900, 1.2374, -2.5593], [1.8001, -0.5045, -3.9545], [2.1302, -2.2156, -3.5682], [2.5382, -1.6606, -5.1841], [1.7687, 2.7103, 8.0215], [0.5727, 3.3295, 6.7317], [1.3318, 4.3830, 5.9580], [0.5837, 1.9025, 5.5073], [1.3731, 1.8705, 8.5928], [1.9109, 3.5282, 8.7277], [2.7590, 2.4519, 7.6464], [-0.2188, 1.9205, 4.7699], [0.2291, 1.0150, 6.0314], [1.5531, 1.6728, 5.0649]], "mulliken_charge": [2.189, -0.506, -0.365, -0.372, -0.438, -0.522, -0.306, -0.542, 1.149, -0.702, -0.508, 1.719, -1.280, -0.480, -0.897, 0.020, 0.338, 0.367, 0.114, 0.525, -0.120, 0.155, -0.607, 0.975, -0.521, -0.423, 0.577, -0.121, -0.582, 0.319, -0.517, 0.226, -0.005, -0.077, 0.345, 0.005, 0.396, -0.590, 1.204, -0.594, -0.281, 0.861, -1.555, -0.963, 0.293, -0.454, 0.160, 0.381, 0.469, 0.368, 0.302, 0.335, -0.584, 1.263, -0.541, -0.368, 0.739, -0.963, -1.090, 0.087, -0.285, 0.392, 0.461, -0.201, 0.373, 0.334, 0.334, -0.601, 1.112, -0.597, -0.449, 0.117, -0.645, -0.767, -0.123, 0.653, -0.373, 0.485, 0.114, 0.419, 0.205, 0.272, -0.695, 1.193, -0.542, -0.206, -0.150, -1.246, -0.088, 0.253, 0.394, 0.373, 0.356, 0.204, -0.443, 0.465, 0.095, -0.824, 0.418, -0.642, -0.430, 0.237, 0.274, 0.385, 0.307, 0.000, 0.271, 0.009, 0.534, -0.658, -1.062, 0.632, -0.227, -0.354, 0.304, 0.331, 0.365, -0.538, 0.280, -0.584, -0.259, 0.372, -0.365, 0.603, 0.142, -0.198, 0.478, -0.956, 0.466, -0.610, -0.510, 0.344, 0.333, 0.303, -0.172, 0.503, 0.301], "e_homo_ev": -6.71, "e_above_lowest_ev": 1.868, "homo_lumo_gap_ev": 8.47, "lumo_energy_ha": 0.065, "total_charge": -1, "e_tot_ev": -258668.0167}


[2]
{"formula": "C26H72F3O13", "method": "ωB97M-V with the def2-TZVPD basis set", "species": ["C", "O", "O", "C", "F", "F", "F", "C", "C", "H", "H", "H", "H", "H", "H", "C", "C", "O", "H", "H", "H", "H", "H", "H", "C", "C", "O", "H", "H", "H", "H", "H", "H", "C", "C", "O", "H", "H", "H", "H", "H", "H", "C", "C", "O", "H", "H", "H", "H", "H", "H", "C", "C", "O", "H", "H", "H", "H", "H", "H", "C", "C", "O", "H", "H", "H", "H", "H", "H", "C", "C", "O", "H", "H", "H", "H", "H", "H", "C", "C", "O", "H", "H", "H", "H", "H", "H", "C", "C", "O", "H", "H", "H", "H", "H", "H", "C", "C", "O", "H", "H", "H", "H", "H", "H", "C", "C", "O", "H", "H", "H", "H", "H", "H"], "coordinates": [[20.0753, 5.3487, -16.9588], [20.3108, 5.7987, -15.6033], [19.9553, 6.4247, -17.7434], [21.2677, 4.3928, -17.3071], [22.4049, 5.0622, -17.5605], [21.5836, 3.4211, -16.4225], [20.9272, 3.7121, -18.4389], [19.6248, 5.1597, -14.5657], [20.1952, 5.6528, -13.2542], [19.7481, 6.5655, -12.8548], [19.9631, 4.9166, -12.4759], [21.2842, 5.7064, -13.2735], [19.8028, 4.0779, -14.5429], [18.5411, 5.3305, -14.5650], [19.1293, 4.7836, -16.9499], [24.1871, 7.0324, -15.8587], [24.0748, 7.7105, -14.5277], [23.6283, 9.0431, -14.7468], [24.3885, 5.9612, -15.8231], [25.0107, 7.4440, -16.4505], [23.3145, 7.2244, -16.4840], [25.0208, 7.7166, -13.9715], [23.3445, 7.2239, -13.8704], [23.3955, 9.3908, -13.8813], [17.2680, 2.0209, -11.1770], [16.9070, 3.4593, -11.4880], [15.6019, 3.4783, -12.0210], [17.4193, 1.5251, -12.1372], [16.4737, 1.4973, -10.6476], [18.1881, 2.0043, -10.5915], [17.6252, 3.8891, -12.1978], [16.9964, 4.0752, -10.5846], [15.2728, 4.3819, -11.9497], [24.2127, 6.8602, -19.6146], [22.8357, 6.9382, -20.2494], [22.2356, 8.2047, -20.0433], [24.6748, 5.8905, -19.8260], [24.2249, 6.9476, -18.5297], [24.9173, 7.6137, -19.9766], [22.1599, 6.1676, -19.8841], [22.9535, 6.7883, -21.3297], [22.6156, 8.8500, -20.6431], [19.9605, 6.3065, -9.0248], [20.6135, 5.0687, -9.5838], [21.6394, 4.6034, -8.7054], [20.7246, 7.0330, -8.7409], [19.3498, 6.1133, -8.1440], [19.3860, 6.8225, -9.7952], [21.0611, 5.2649, -10.5631], [19.9347, 4.2363, -9.7984], [22.0996, 3.8627, -9.1074], [23.5754, 3.3559, -12.4243], [24.3147, 4.2692, -13.3870], [24.9676, 3.4533, -14.3518], [23.1323, 3.8723, -11.5741], [24.2385, 2.5577, -12.0827], [22.8017, 2.8082, -12.9660], [25.0152, 4.9629, -12.9121], [23.5735, 4.9427, -13.8290], [25.5075, 4.0013, -14.9279], [18.8014, 1.3549, -16.8129], [18.6979, 0.9342, -15.3450], [19.2304, -0.3532, -15.0901], [18.2535, 2.2744, -17.0185], [18.3487, 0.6293, -17.4909], [19.8734, 1.4113, -16.9992], [17.6723, 0.9349, -14.9693], [19.2271, 1.6192, -14.6714], [20.1228, -0.4118, -15.4609], [16.5453, 6.0267, -19.0854], [15.9341, 7.3371, -18.6146], [16.9173, 8.3574, -18.6661], [17.2084, 5.5628, -18.3531], [17.1558, 6.1677, -19.9751], [15.7315, 5.3130, -19.2382], [15.4841, 7.1517, -17.6330], [15.1420, 7.6436, -19.3085], [16.5038, 9.1579, -18.3301], [15.5162, 6.4488, -14.2148], [15.9579, 6.8776, -12.8387], [14.9812, 6.4532, -11.8652], [14.4764, 6.7009, -14.4274], [15.5621, 5.3596, -14.2732], [16.1503, 6.8849, -14.9882], [16.0322, 7.9547, -12.6705], [16.9543, 6.4844, -12.6267], [14.4628, 7.1778, -11.5186], [20.4591, 10.7828, -14.6596], [20.2127, 9.2828, -14.5791], [20.1282, 8.7430, -15.8722], [20.5077, 11.2129, -13.6523], [19.5755, 11.3009, -15.0387], [21.3618, 11.0550, -15.2032], [19.2148, 9.1607, -14.1350], [20.9932, 8.8111, -13.9738], [20.1662, 7.7654, -15.8763], [17.9834, 3.4005, -20.7630], [17.0408, 2.4766, -20.0377], [16.3893, 1.5925, -20.9607], [18.7027, 3.8950, -20.1106], [17.4161, 4.2037, -21.2417], [18.4702, 2.9500, -21.6293], [16.2949, 3.0355, -19.4668], [17.5433, 1.8083, -19.3327], [15.5366, 1.3748, -20.5776], [22.7480, 0.6033, -17.9114], [22.5319, 0.2626, -16.4370], [21.7527, -0.9131, -16.3219], [21.8489, 0.9451, -18.4208], [23.2859, -0.2399, -18.3534], [23.4446, 1.4254, -18.1051], [21.9768, 1.0628, -15.9460], [23.4900, 0.1533, -15.9216], [22.2595, -1.6649, -16.6389]], "mulliken_charge": [0.367, 0.841, -1.003, 0.340, -0.180, -0.233, -0.298, 0.305, -0.665, 0.196, 0.181, -0.287, -0.350, 0.114, -0.261, -0.989, -0.050, -0.564, 0.195, 0.543, 0.134, 0.365, -0.002, 0.322, -1.092, 0.522, -0.599, 0.141, 0.350, 0.299, -0.177, 0.276, 0.259, -0.569, 0.134, -0.499, 0.312, -0.170, 0.399, -0.158, 0.371, 0.261, -1.224, 0.871, -0.594, 0.380, 0.311, 0.289, -0.293, 0.015, 0.320, -1.054, 0.655, -0.580, 0.127, 0.421, 0.220, 0.339, -0.419, 0.299, -0.554, -0.244, -0.640, 0.229, 0.332, -0.020, 0.429, 0.027, 0.319, -0.448, -0.315, -0.473, -0.116, 0.257, 0.313, 0.153, 0.362, 0.263, -0.862, 0.010, -0.607, 0.375, 0.251, 0.203, 0.470, -0.116, 0.307, -1.631, 0.623, -0.537, 0.409, 0.395, 0.337, 0.100, -0.078, 0.120, -0.902, 0.337, -0.577, 0.150, 0.252, 0.411, 0.176, -0.077, 0.312, -1.044, 0.359, -0.576, 0.178, 0.416, 0.285, -0.194, 0.386, 0.301], "e_homo_ev": -4.19, "e_above_lowest_ev": 1.115, "homo_lumo_gap_ev": 6.32, "lumo_energy_ha": 0.078, "total_charge": -1, "e_tot_ev": -62897.2070}


Q: Number 1 is which compound?
A: C26H72AsF6O22S10